1.
{"formula": "C35H27F6GeMoN5PS3", "method": "ωB97M-V/def2-TZVPD", "elements": ["Mo", "N", "C", "C", "C", "C", "C", "C", "C", "N", "C", "C", "N", "C", "H", "H", "H", "H", "H", "H", "H", "C", "Ge", "C", "C", "C", "C", "C", "C", "C", "C", "C", "C", "C", "C", "C", "C", "C", "C", "H", "H", "H", "H", "H", "H", "H", "H", "H", "H", "H", "H", "H", "H", "H", "S", "C", "S", "C", "N", "N", "C", "C", "C", "C", "C", "C", "S", "H", "H", "H", "H", "H", "F", "P", "F", "F", "F", "F", "F"], "xyz": [[0.182, 1.024, 0.643], [-5.386, -0.502, 9.445], [-4.593, -0.381, 8.625], [-3.602, -0.230, 7.596], [-2.395, 0.406, 7.888], [-1.442, 0.561, 6.896], [-1.716, 0.069, 5.630], [-2.902, -0.578, 5.324], [-3.855, -0.722, 6.318], [-0.726, 0.233, 4.592], [0.626, -0.044, 4.706], [1.179, 0.216, 3.505], [0.175, 0.646, 2.635], [-0.968, 0.641, 3.362], [-2.212, 0.782, 8.884], [-0.514, 1.074, 7.109], [-3.072, -0.995, 4.340], [-4.788, -1.227, 6.112], [1.053, -0.421, 5.619], [2.201, 0.108, 3.199], [-1.941, 0.946, 3.019], [3.923, -0.342, 1.421], [2.552, 0.081, 0.120], [2.793, -0.762, -1.573], [1.764, -1.351, -2.312], [2.060, -1.976, -3.513], [3.367, -2.006, -3.983], [4.391, -1.422, -3.250], [4.112, -0.810, -2.038], [2.028, 2.090, 0.012], [3.086, 2.672, 0.707], [4.013, 3.513, 0.061], [3.885, 3.772, -1.277], [2.819, 3.226, -2.040], [2.678, 3.467, -3.429], [1.654, 2.896, -4.135], [0.723, 2.059, -3.484], [0.837, 1.829, -2.137], [1.887, 2.390, -1.393], [4.865, -0.311, 0.870], [3.779, -1.361, 1.779], [3.995, 0.354, 2.251], [0.745, -1.354, -1.952], [1.271, -2.452, -4.079], [3.589, -2.498, -4.920], [5.409, -1.457, -3.613], [4.928, -0.375, -1.470], [3.204, 2.488, 1.768], [4.831, 3.935, 0.628], [4.616, 4.395, -1.779], [3.407, 4.093, -3.930], [1.561, 3.068, -5.198], [-0.076, 1.598, -4.050], [0.124, 1.105, -1.719], [0.845, 7.955, -2.160], [0.670, 6.535, -1.273], [-0.513, 5.313, -1.472], [0.135, 4.526, -0.057], [1.164, 5.104, 0.463], [1.461, 6.225, -0.232], [2.551, 7.073, 0.141], [3.385, 7.539, -0.877], [4.364, 8.477, -0.563], [4.510, 8.900, 0.746], [3.686, 8.392, 1.753], [2.694, 7.472, 1.459], [-0.703, 3.136, 0.595], [3.332, 7.105, -1.870], [5.015, 8.856, -1.338], [5.271, 9.627, 0.994], [3.805, 8.742, 2.769], [2.022, 7.106, 2.222], [-0.256, -0.871, 0.128], [-2.297, -0.851, -0.180], [-2.324, -1.587, 1.194], [-2.083, -2.146, -0.982], [-1.987, 0.581, 0.762], [-1.818, 0.050, -1.398], [-3.789, -0.573, -0.334]], "forces_ev_per_angstrom": [[-0.2031, -0.2655, 0.8987], [-0.0231, 0.0054, 0.0210], [0.0045, -0.0168, 0.0019], [0.0231, 0.0128, -0.0188], [-0.0133, -0.0095, -0.0168], [0.0114, 0.0135, -0.0185], [-0.0394, 0.0040, 0.0402], [0.0137, -0.0049, 0.0040], [0.0139, 0.0082, 0.0010], [0.0240, -0.0270, -0.0315], [0.0260, 0.0032, -0.0126], [0.0966, 0.0369, -0.0271], [-0.1080, 0.0371, 0.0662], [-0.0186, 0.0319, -0.0230], [-0.0011, 0.0002, 0.0031], [0.0043, -0.0002, -0.0012], [-0.0051, -0.0009, -0.0054], [-0.0043, -0.0040, -0.0014], [0.0025, -0.0041, 0.0039], [-0.0185, -0.0033, 0.0005], [-0.0033, -0.0073, -0.0158], [-0.0209, 0.0141, 0.0635], [0.1497, 0.0833, -0.0537], [-0.0325, -0.0367, 0.0138], [0.0948, -0.0009, -0.0657], [-0.0723, 0.0095, 0.0419], [0.0060, -0.0103, -0.0173], [0.0383, 0.0268, 0.0421], [-0.0433, -0.0259, -0.0605], [0.0211, -0.1456, -0.3470], [-0.0740, -0.0120, 0.0666], [-0.0440, 0.0091, -0.0198], [-0.0214, 0.0009, 0.0066], [0.0368, 0.0551, -0.0117], [-0.0009, 0.0037, 0.0202], [-0.0129, 0.0003, 0.0389], [-0.0562, 0.1240, 0.0282], [0.0902, -0.1853, -0.3069], [-0.0279, 0.0336, 0.1075], [-0.0067, -0.0239, -0.0065], [-0.0161, -0.0028, 0.0139], [0.0094, -0.0267, 0.0142], [-0.0182, 0.0027, 0.0090], [0.0012, -0.0028, -0.0031], [0.0056, -0.0028, -0.0020], [0.0034, -0.0013, -0.0055], [0.0061, 0.0009, -0.0001], [0.0211, -0.0146, -0.0065], [0.0029, 0.0036, 0.0101], [0.0156, -0.0015, -0.0046], [0.0002, 0.0062, -0.0112], [-0.0018, -0.0009, -0.0084], [0.0046, -0.0106, -0.0105], [0.0388, 0.0514, 0.0586], [-0.0253, 0.0681, -0.0547], [0.1163, -0.1061, 0.1162], [0.0125, -0.0128, 0.0126], [0.1705, 0.0938, -0.2193], [-0.0839, -0.0311, 0.1059], [-0.0483, 0.0242, -0.0689], [-0.0264, 0.0150, 0.0241], [-0.0128, -0.0203, -0.0276], [0.0131, 0.0212, -0.0093], [-0.0066, -0.0042, -0.0123], [-0.0030, 0.0003, 0.0050], [0.0002, -0.0154, 0.0064], [-0.0966, 0.0274, -0.0115], [0.0163, 0.0184, 0.0025], [0.0025, -0.0053, -0.0042], [0.0063, 0.0008, 0.0018], [-0.0029, 0.0004, 0.0030], [-0.0013, -0.0084, 0.0076], [0.0587, 0.2190, -0.2875], [0.0392, -0.0477, 0.0356], [0.0416, 0.0339, -0.0715], [-0.0295, 0.0001, 0.0106], [-0.0168, 0.0387, -0.1337], [-0.0176, -0.0066, 0.0205], [0.0153, -0.0336, 0.0859]], "de_lowest_kcal_mol": 0.0, "orbital_gap_ev": [5.217, 5.035], "multiplicity": 3, "lumo_ev": [-10.70, -10.89], "charge": 3}

2.
{"formula": "C3H10NO3S", "method": "ωB97M-V/def2-TZVPD", "elements": ["O", "C", "N", "C", "C", "S", "H", "H", "H", "H", "H", "H", "H", "H", "O", "H", "H", "O"], "xyz": [[1.956, 2.509, 0.417], [1.768, 1.473, -0.236], [0.621, 0.743, -0.171], [0.505, -0.698, -0.445], [-0.039, -0.917, -1.968], [-1.805, -1.343, -2.178], [2.623, 0.977, -0.689], [-0.303, 1.144, 0.190], [-0.212, -1.258, 0.253], [1.466, -1.139, -0.376], [0.537, -1.755, -2.498], [0.314, 0.011, -2.441], [-0.502, 0.197, 3.009], [0.791, 0.727, 2.275], [0.113, 0.877, 2.880], [-2.809, 0.142, 0.338], [-2.488, -1.248, 0.543], [-2.538, -0.443, 1.097]], "forces_ev_per_angstrom": [[-0.2946, -0.4726, -1.4062], [-0.7243, 0.3641, 2.7879], [-1.9186, -0.0506, 0.7218], [-2.0541, -0.4800, -1.9556], [1.1718, -1.0023, 0.5210], [0.2336, 0.4909, 0.4560], [0.0408, -0.3643, -0.6261], [2.2864, -0.3010, -0.5215], [1.0860, 1.2973, -0.7453], [1.1037, -0.4213, 0.1981], [-0.4130, 0.9996, 0.9918], [-0.5124, -0.1311, -0.2590], [-0.9394, -1.7387, -0.4736], [1.2463, -0.9306, -1.6673], [-0.4071, 2.7534, 2.1461], [0.4103, -0.4125, 1.0758], [0.2443, -0.0137, 0.2430], [-0.5596, 0.4135, -1.4868]], "de_lowest_kcal_mol": 37.5, "orbital_gap_ev": 6.799, "multiplicity": 1, "lumo_ev": 3.62, "charge": -1}

3.
{"formula": "C4H11NS", "method": "ωB97M-V/def2-TZVPD", "elements": ["C", "C", "N", "C", "C", "S", "H", "H", "H", "H", "H", "H", "H", "H", "H", "H", "H"], "xyz": [[-1.842, 0.442, 1.958], [-0.731, 0.972, 1.020], [0.044, -0.107, 0.529], [0.819, 0.024, -0.737], [1.156, -1.284, -1.359], [1.947, -1.096, -3.088], [-2.263, -0.445, 1.473], [-1.571, 0.119, 2.959], [-2.652, 1.156, 2.018], [-0.251, 1.852, 1.488], [-1.243, 1.310, 0.105], [0.679, -0.623, 1.119], [1.751, 0.533, -0.507], [0.263, 0.752, -1.334], [2.021, -1.781, -0.931], [0.354, -2.003, -1.500], [1.520, 0.181, -3.213]], "forces_ev_per_angstrom": [[-0.1341, -0.4166, -0.8598], [-1.3101, 0.1601, 0.3059], [1.7515, -1.8767, -1.4539], [-0.6373, 1.5847, 1.6126], [0.9549, -0.9374, -2.1485], [-0.8043, 0.7750, 0.8438], [0.0252, 0.0764, 0.0172], [0.4638, 0.2784, 0.0913], [-0.1417, 0.3638, 0.2515], [0.3654, -0.3098, -0.2143], [-0.0137, 0.3966, 0.3859], [-0.4580, 0.3108, 0.9712], [0.4698, 0.2096, -0.2003], [-0.1085, -0.5063, -0.5541], [-0.3354, -0.0498, 0.9116], [-0.2582, 0.2543, 0.3190], [0.1708, -0.3130, -0.2791]], "de_lowest_kcal_mol": 22.9, "orbital_gap_ev": 9.797, "multiplicity": 1, "smiles": "CCNCCS", "lumo_ev": 1.05, "charge": 0}

4.
{"formula": "C26H22F5N3O3", "method": "ωB97M-V/def2-TZVPD", "elements": ["C", "C", "C", "C", "C", "O", "N", "C", "O", "C", "H", "H", "H", "H", "H", "H", "H", "H", "H", "H", "C", "N", "C", "C", "N", "C", "C", "F", "C", "F", "C", "F", "C", "F", "C", "F", "C", "C", "C", "C", "C", "C", "C", "C", "C", "C", "O", "H", "H", "H", "H", "H", "H", "H", "H", "H", "H", "H", "H"], "xyz": [[3.356, 4.436, -2.789], [2.674, 3.522, -1.774], [3.711, 2.956, -0.800], [1.578, 4.295, -1.007], [0.655, 3.394, -0.169], [0.178, 3.853, 0.880], [0.393, 2.145, -0.607], [1.031, 1.539, -1.624], [0.916, 0.331, -1.897], [1.952, 2.378, -2.520], [2.624, 4.847, -3.496], [3.860, 5.271, -2.290], [4.109, 3.881, -3.361], [3.241, 2.292, -0.066], [4.467, 2.389, -1.357], [4.205, 3.779, -0.269], [2.036, 5.050, -0.357], [0.957, 4.825, -1.746], [1.333, 2.827, -3.312], [2.683, 1.717, -2.998], [3.518, -2.271, 2.224], [2.321, -3.004, 1.852], [2.240, -4.391, 1.866], [0.987, -4.722, 1.480], [0.307, -3.537, 1.226], [-1.079, -3.495, 0.865], [-1.480, -4.103, -0.315], [-0.540, -4.644, -1.128], [-2.818, -4.107, -0.695], [-3.205, -4.689, -1.851], [-3.755, -3.466, 0.117], [-5.033, -3.342, -0.300], [-3.373, -2.897, 1.337], [-4.283, -2.271, 2.114], [-2.034, -2.939, 1.708], [-1.640, -2.442, 2.907], [1.137, -2.496, 1.431], [0.783, -1.069, 1.413], [-0.327, -0.679, 0.552], [-0.900, 0.530, 0.749], [-2.270, 0.818, 0.351], [-3.002, 1.786, 1.063], [-4.360, 1.941, 0.830], [-4.991, 1.172, -0.159], [-4.248, 0.272, -0.934], [-2.882, 0.108, -0.701], [1.405, -0.250, 2.122], [3.304, -1.201, 2.195], [3.818, -2.549, 3.240], [4.336, -2.524, 1.538], [3.062, -5.020, 2.157], [0.499, -5.677, 1.401], [-0.605, -1.352, -0.260], [-0.391, 1.287, 1.343], [-2.465, 2.385, 1.802], [-4.931, 2.657, 1.424], [-6.059, 1.286, -0.333], [-4.733, -0.308, -1.723], [-2.271, -0.525, -1.350]], "forces_ev_per_angstrom": [[0.0258, -0.0021, 0.0325], [-0.6674, -0.1845, -0.0106], [-0.0662, 0.0563, -0.0975], [0.3212, -0.0852, -0.2282], [0.2208, 0.7481, 0.3391], [0.1607, -0.5390, -0.8032], [-0.5413, -0.8049, 0.3040], [0.5691, -0.1155, -0.5703], [-0.2383, 0.6613, 0.2617], [0.2849, 0.3288, 0.1442], [0.1226, -0.0381, 0.1008], [-0.0584, -0.0573, -0.0534], [-0.0720, 0.0697, 0.0394], [0.0975, 0.0954, -0.0699], [-0.0485, 0.0599, 0.1547], [-0.0224, -0.1963, -0.0232], [-0.2155, -0.1097, 0.0084], [0.0132, -0.0903, 0.2085], [0.0480, -0.1668, 0.1159], [-0.1908, -0.0141, 0.0352], [0.7315, 0.4162, 0.1110], [-1.1267, -0.5040, -0.4902], [-0.4234, 0.5025, -0.1405], [-0.0164, 0.1588, 0.1271], [0.0956, -0.2756, -0.0343], [0.0631, -0.3670, 0.1740], [0.3318, -0.1321, -0.6865], [-0.7809, 0.3144, 0.6004], [-0.3308, -0.1373, -0.4225], [0.3525, 0.5400, 0.9331], [-0.6046, 0.2703, -0.2266], [1.1296, -0.2958, 0.4291], [-0.3091, 0.4651, 0.2068], [0.8345, -0.6655, -0.7095], [0.0690, 0.2546, 0.8950], [-0.4252, -0.3414, -1.1236], [1.1495, -0.9467, 0.9755], [-0.6130, 3.4168, -0.8032], [1.3376, -1.3795, 0.5080], [0.2607, 1.0838, -0.0839], [-0.4221, 0.3138, -0.7973], [0.4590, -0.4649, -0.0758], [-0.2387, -0.1385, -0.2452], [0.2849, 0.0227, 0.1918], [0.1287, 0.0406, 0.0144], [-0.2779, 0.2734, 0.3504], [-0.3519, -1.7307, -0.3741], [0.0161, -0.2474, -0.0190], [-0.2026, 0.0304, -0.2131], [-0.2996, 0.0539, 0.0991], [0.0410, 0.0938, -0.0105], [0.0364, 0.0546, -0.0772], [-0.2569, 0.2182, 0.4336], [-0.3366, -0.5185, 0.5220], [-0.2440, -0.1439, -0.1674], [0.1363, -0.1917, -0.2619], [0.2000, -0.0277, 0.0207], [0.1213, 0.2729, 0.2100], [-0.2615, 0.0957, 0.2725]], "orbital_gap_ev": 6.067, "multiplicity": 1, "lumo_ev": -1.30, "charge": 0}

5.
{"formula": "C11H13AsBrMgNOS5", "method": "ωB97M-V/def2-TZVPD", "elements": ["Mg", "O", "C", "S", "C", "C", "S", "S", "S", "Br", "C", "C", "C", "N", "C", "C", "H", "H", "H", "H", "C", "As", "C", "C", "S", "H", "H", "H", "H", "H", "H", "H", "H", "H"], "xyz": [[0.461, 0.328, 0.087], [-3.491, 3.815, 4.177], [-2.749, 3.224, 3.438], [-2.883, 3.239, 1.675], [-1.513, 2.189, 1.332], [-0.829, 1.722, 2.390], [0.538, 0.611, 2.435], [-1.399, 2.220, 3.979], [-1.276, 1.859, -0.383], [6.374, 2.169, -2.724], [4.736, 1.699, -1.926], [3.544, 1.985, -2.570], [2.368, 1.615, -1.946], [2.337, 0.998, -0.762], [3.494, 0.742, -0.148], [4.722, 1.072, -0.691], [3.525, 2.485, -3.527], [1.408, 1.836, -2.397], [3.427, 0.271, 0.825], [5.635, 0.850, -0.160], [-1.824, -4.252, -0.510], [-1.527, -2.358, -0.361], [-1.924, -1.872, 1.455], [-2.830, -1.482, -1.467], [0.458, -1.888, -0.971], [-2.866, -4.473, -0.284], [-1.170, -4.764, 0.192], [-1.584, -4.566, -1.524], [-2.898, -2.280, 1.725], [-1.936, -0.786, 1.545], [-1.147, -2.265, 2.107], [-3.816, -1.905, -1.279], [-2.549, -1.619, -2.509], [-2.818, -0.418, -1.223]], "forces_ev_per_angstrom": [[0.4377, 0.2715, -0.0353], [0.0047, 0.0134, -0.0013], [-0.0116, -0.0390, 0.0081], [0.0216, 0.0311, -0.0112], [-0.2329, 0.0736, -0.0533], [0.0319, -0.1139, 0.2228], [0.0552, -0.0303, 0.0021], [0.0199, 0.0340, -0.0080], [-0.0522, -0.1091, -0.1027], [-0.0180, -0.0023, 0.0092], [0.0207, 0.0005, -0.0060], [-0.0213, 0.0120, 0.0038], [-0.0092, 0.0341, 0.0074], [-0.0543, -0.0832, -0.0238], [0.0045, 0.0257, 0.0321], [-0.0123, 0.0035, 0.0174], [0.0108, -0.0002, -0.0006], [0.0022, -0.0202, -0.0161], [0.0056, -0.0163, -0.0085], [0.0064, 0.0022, -0.0076], [0.0560, 0.0259, -0.0170], [-0.0600, 0.1663, -0.0088], [-0.0234, -0.0326, 0.0033], [-0.0209, -0.0256, -0.0260], [-0.1541, -0.1786, 0.0240], [-0.0022, -0.0054, 0.0053], [-0.0025, 0.0038, -0.0003], [-0.0117, 0.0051, 0.0005], [-0.0024, -0.0100, -0.0275], [-0.0137, 0.0149, -0.0223], [-0.0019, 0.0042, 0.0057], [0.0021, 0.0026, 0.0079], [-0.0130, -0.0326, 0.0047], [0.0383, -0.0251, 0.0219]], "de_lowest_kcal_mol": 1.6, "orbital_gap_ev": 6.448, "multiplicity": 1, "lumo_ev": -0.29, "charge": 0}

6.
{"formula": "CH2O2S2", "method": "ωB97M-V/def2-TZVPD", "elements": ["C", "O", "O", "S", "S", "H", "H"], "xyz": [[0.524, 0.400, -0.265], [-0.107, 0.551, 2.253], [-0.652, -1.521, 0.873], [0.166, 0.041, -1.910], [-0.512, -0.082, 1.004], [0.546, 2.069, -0.087], [0.034, -1.458, -1.869]], "forces_ev_per_angstrom": [[-0.6240, 5.0674, -0.8635], [-0.7713, -0.6224, -0.5763], [-0.6637, 0.1889, 0.4657], [0.2024, -2.3208, 0.1815], [1.4871, -0.4088, 1.1227], [0.0880, -4.6170, -0.6395], [0.2817, 2.7127, 0.3094]], "de_lowest_kcal_mol": 109.6, "orbital_gap_ev": [7.456, 7.522], "multiplicity": 1, "lumo_ev": [-1.94, -1.97], "charge": 0}

What are the strongest force on any atom values for these records? In order: 0.0186 0.0683 0.0574 0.0693 0.0100 0.1007 Eh/bohr.